(1)
Below is a 2-piece molecular cluster, C4H5NO2 overall, with properties calculated with ωB97M-V/def2-TZVPD.

Cartesian coordinates (Å):
C 1.707 0.955 -0.524
O 1.696 0.039 0.597
C 0.552 -0.001 1.217
N -0.478 0.131 1.720
O -1.602 0.164 2.219
H 0.942 0.659 -1.246
H 1.526 1.972 -0.164
H 2.704 0.873 -0.953
C -1.830 -1.343 -0.481
C -1.292 -1.743 -1.482
H -2.263 -0.971 0.432
H -0.839 -2.119 -2.373

Properties
Multiplicity ... 1
Strongest force on any atom ... 0.98 eV/Å
Structure (SMILES) ... COC#[N+][O-].C#C
Lowest unoccupied orbital energy ... 0.6253 eV
Calculated total energy ... -360.42849 hartree

***

(2)
Below is one molecule with the formula C4H5NO2, with properties calculated with ωB97M-V/def2-TZVPD.

Cartesian coordinates (Å):
O -0.992 -1.138 2.696
C -0.893 -0.821 1.535
C 0.411 -0.534 0.873
C 0.686 -1.096 -0.526
N 0.307 0.248 -0.330
C 0.199 1.418 -0.818
O 0.292 1.624 -2.134
H -1.773 -0.795 0.852
H 1.248 -0.331 1.541
H -0.148 -1.684 -0.932
H 0.625 0.806 -2.542
H 0.039 2.303 -0.215

Properties
Multiplicity ... 1
Strongest force on any atom ... 0.50 eV/Å
Lowest unoccupied orbital energy ... 0.5914 eV
Calculated total energy ... -360.50752 hartree

***

(3)
Below is one molecule with the formula C4H5NO2, with properties calculated with ωB97M-V/def2-TZVPD.

Cartesian coordinates (Å):
O -1.820 1.628 -1.394
C -0.976 1.037 -0.776
C -0.380 0.976 0.500
C -0.236 -0.332 1.198
N 1.098 -0.519 0.668
C 1.186 -0.985 -0.565
O 0.199 -1.192 -1.344
H -0.389 0.042 -1.312
H 0.303 1.763 0.809
H -0.978 -1.072 0.880
H -0.214 -0.236 2.284
H 2.207 -1.110 -0.947

Properties
Multiplicity ... 1
Strongest force on any atom ... 0.58 eV/Å
Lowest unoccupied orbital energy (spin up / spin down) ... -1.3826 / -1.3821 eV
Calculated total energy ... -360.51222 hartree

***

(4)
Below is one molecule with the formula C4H5NO2, with properties calculated with ωB97M-V/def2-TZVPD.

Cartesian coordinates (Å):
C -0.329 -0.110 -1.840
C 0.331 -0.225 -0.541
C 1.054 -0.350 0.492
O 2.133 -0.917 1.016
N 0.264 0.704 0.984
C -1.051 0.554 1.418
O -1.931 0.024 0.776
H -1.397 -0.323 -1.753
H -0.187 0.892 -2.256
H 0.117 -0.831 -2.536
H 2.266 -0.514 1.884
H -1.270 1.096 2.356

Properties
Multiplicity ... 1
Strongest force on any atom ... 0.59 eV/Å
Structure (SMILES) ... CC1=C(O)N1C=O
Lowest unoccupied orbital energy ... 0.6213 eV
Calculated total energy ... -360.52503 hartree

***

(5)
Below is one molecule with the formula C4H5NO2 in a non-equilibrium geometry, with properties calculated with ωB97M-V/def2-TZVPD.

Cartesian coordinates (Å):
C 1.587 -0.972 -0.378
C 0.503 -0.143 0.041
C 0.671 1.158 -0.314
O 0.294 2.141 0.323
N -0.713 -0.624 0.595
C -1.995 -0.037 0.166
O -2.066 0.298 -1.102
H 1.355 -2.106 -0.236
H 2.446 -0.640 -0.988
H 1.666 1.488 -0.864
H -0.706 -0.734 1.863
H -3.040 0.171 0.894

Properties
Multiplicity ... 1
Strongest force on any atom ... 8.76 eV/Å
Structure (SMILES) ... C=C(C=O)NC=O
Lowest unoccupied orbital energy ... -0.5791 eV
Calculated total energy ... -360.49544 hartree

***

(6)
Below is one molecule with the formula C4H5NO2 in a non-equilibrium geometry, with properties calculated with ωB97M-V/def2-TZVPD.

Cartesian coordinates (Å):
C 1.152 1.300 -0.734
C 0.365 0.372 -0.237
C 0.621 -1.028 0.408
O -0.638 -1.585 0.683
C -1.571 -0.704 0.452
O -2.748 -0.651 0.878
N -1.035 0.352 -0.350
H 2.249 1.169 -0.402
H 0.809 2.211 -1.322
H 1.282 -1.012 1.197
H 1.110 -1.655 -0.345
H -1.595 1.230 -0.228

Properties
Multiplicity ... 1
Strongest force on any atom ... 5.43 eV/Å
Structure (SMILES) ... C=C1COC(=O)N1
Lowest unoccupied orbital energy ... 0.7104 eV
Calculated total energy ... -360.63275 hartree

***

(7)
Below is one molecule with the formula C4H5NO2 in a non-equilibrium geometry, with properties calculated with ωB97M-V/def2-TZVPD.

Cartesian coordinates (Å):
C -2.178 0.669 0.289
C -0.203 0.170 -0.236
C 0.219 -1.071 -0.420
O 1.598 -1.208 -0.217
C 2.117 -0.003 -0.091
O 3.391 -0.176 0.196
N -0.824 1.199 -0.024
H -2.598 1.321 1.032
H -2.713 0.715 -0.667
H -2.207 -0.381 0.634
H -0.325 -1.919 -0.803
H 3.769 0.705 0.308

Properties
Multiplicity ... 1
Strongest force on any atom ... 1.32 eV/Å
Lowest unoccupied orbital energy ... 0.5244 eV
Calculated total energy ... -360.46753 hartree

***

(8)
Below is one molecule with the formula C4H5NO2 in a non-equilibrium geometry, with properties calculated with ωB97M-V/def2-TZVPD.

Cartesian coordinates (Å):
O 0.406 -2.282 -0.066
C 0.294 -1.369 -0.875
C -0.597 -0.202 -0.632
C -1.118 0.074 0.682
N -0.224 1.270 0.827
C 1.058 1.227 0.509
O 1.690 0.577 -0.364
H 0.771 -1.394 -1.876
H -0.856 0.444 -1.470
H -2.153 0.419 0.745
H -0.904 -0.720 1.407
H 1.635 1.956 1.114

Properties
Multiplicity ... 1
Strongest force on any atom ... 1.70 eV/Å
Lowest unoccupied orbital energy (spin up / spin down) ... -1.7383 / -1.7429 eV
Calculated total energy ... -360.52732 hartree

***

(9)
Below is one molecule with the formula C4H5NO2 in a non-equilibrium geometry, with properties calculated with ωB97M-V/def2-TZVPD.

Cartesian coordinates (Å):
C -0.364 0.698 0.891
C -0.668 1.812 -0.112
C -1.637 2.702 -0.014
C 0.723 -0.587 -0.717
N 0.533 -0.378 0.660
O -2.285 3.644 -0.136
O 1.726 0.021 0.032
H -1.244 0.189 1.233
H 0.058 1.256 1.734
H -0.349 1.720 -1.091
H 0.889 -1.570 -1.123
H 0.275 0.256 -1.478

Properties
Multiplicity ... 3
Strongest force on any atom ... 4.88 eV/Å
Lowest unoccupied orbital energy (spin up / spin down) ... 0.8385 / -2.1852 eV
Calculated total energy ... -360.36700 hartree

***

(10)
Below is a 2-piece molecular cluster, C4H5NO3 overall in a non-equilibrium geometry, with properties calculated with ωB97M-V/def2-TZVPD.

Cartesian coordinates (Å):
C 1.434 -0.227 0.370
C 0.160 -0.633 -0.352
C -1.886 -0.293 -0.240
C 0.136 0.472 0.467
H 2.260 1.659 -0.607
H 1.759 -0.954 1.224
H 0.209 -0.225 -1.361
H -2.824 -1.030 0.106
H -0.177 -0.103 1.334
N -1.852 0.927 -0.297
O 2.371 0.076 -0.537
O -1.065 -1.236 -0.121
O -0.525 1.566 0.014

Properties
Multiplicity ... 1
Strongest force on any atom ... 8.56 eV/Å
Lowest unoccupied orbital energy ... -1.5752 eV
Calculated total energy ... -435.49543 hartree

***

(11)
Below is C4H5NO3 as an isolated structure in a non-equilibrium geometry, with properties calculated with ωB97M-V/def2-TZVPD.

Cartesian coordinates (Å):
C -0.710 0.714 -0.598
C 0.187 0.042 -1.192
C 0.647 -1.015 -0.220
C -0.224 -0.974 0.874
H -1.193 2.336 0.561
H -0.634 2.954 -0.890
H 1.068 0.255 -1.946
H 2.477 -1.346 -0.818
H -0.617 -2.086 2.599
N -1.407 2.106 -0.681
O 1.620 -1.902 -0.426
O -0.035 -1.226 2.230
O -1.181 0.143 0.506

Properties
Multiplicity ... 1
Strongest force on any atom ... 8.68 eV/Å
Lowest unoccupied orbital energy ... 0.3828 eV
Calculated total energy ... -435.71380 hartree

***

(12)
Below is C4H5NO5 as an isolated structure in a non-equilibrium geometry, with properties calculated with ωB97M-V/def2-TZVPD.

Cartesian coordinates (Å):
C -2.379 0.072 -0.087
C -1.354 -0.966 0.302
C 0.901 0.271 0.001
C 2.340 -0.067 -0.110
H -1.042 1.369 -0.250
H -1.500 -1.579 -0.334
H -1.349 -0.693 1.479
H 0.954 -1.860 -0.242
H 2.304 1.896 0.073
N 0.144 -0.856 -0.143
O -2.009 1.417 -0.191
O -3.415 -0.254 -0.320
O 0.537 1.438 0.194
O 3.144 0.999 -0.209
O 2.723 -1.187 -0.162

Properties
Multiplicity ... 1
Strongest force on any atom ... 14.20 eV/Å
Lowest unoccupied orbital energy ... -0.4937 eV
Calculated total energy ... -586.24984 hartree